# 1
Entry from the Open Molecules 2025 dataset: C5H6O2 in the gas phase in a non-equilibrium geometry (wB97M-V/def2-TZVPD).

## Properties
SMILES string: O=C1CO[C@H]2C[C@@H]12
Total charge: 0
Highest occupied orbital energy (eV): -9.18

```
13
Properties=species:S:1:pos:R:3:forces:R:3:mulliken_charge:R:1
O 1.131 2.097 0.429 0.0059 -0.3169 -0.1696 -0.59
C 0.652 1.016 0.171 0.2252 0.2297 0.4212 0.51
C 1.461 -0.272 -0.065 0.2515 0.1635 0.1392 -0.40
O 0.681 -1.120 -0.900 -0.0144 0.1643 -0.0129 -0.33
C -0.659 -0.771 -0.808 -0.0078 1.9188 0.1625 -0.10
C -1.210 -0.607 0.546 -0.2403 -0.0501 0.2921 -0.68
C -0.763 0.699 -0.013 0.3238 0.3274 1.1489 -0.29
H 1.677 -0.736 0.910 0.0406 0.0334 -0.1774 0.24
H 2.403 -0.065 -0.571 -0.0536 0.0478 0.0796 0.32
H -1.024 -0.035 -1.539 -0.6871 -1.8703 -1.4489 0.41
H -0.586 -0.943 1.372 -0.2015 -0.3887 -0.2881 0.20
H -2.271 -0.746 0.699 -0.0175 0.0827 0.0594 0.25
H -1.492 1.482 -0.232 0.3754 -0.3417 -0.2059 0.46
```
Forces are in eV/Å.

# 2
Entry from the Open Molecules 2025 dataset: C4H7NS in the gas phase in a non-equilibrium geometry (wB97M-V/def2-TZVPD).

## Properties
SMILES string: S=CN1CCC1
Total charge: 0
Highest occupied orbital energy (eV): -8.19

```
13
Properties=species:S:1:pos:R:3:forces:R:3:mulliken_charge:R:1
S 3.140 -0.310 0.062 -2.1339 1.8218 -0.5392 -0.34
C 1.818 0.820 -0.140 1.6089 -4.0446 0.6921 -0.15
N 0.554 0.378 -0.220 0.6238 -1.3923 1.0642 0.10
C 0.030 -1.020 -0.142 0.0785 -2.1483 0.4799 -0.57
C -1.453 -0.527 0.035 1.9008 0.0483 0.3519 -0.47
C -0.739 0.878 0.106 -3.8699 3.5588 -1.4408 -0.50
H 2.122 1.833 -0.158 -0.6389 1.1635 -0.0813 0.34
H 0.361 -1.823 0.646 -0.0198 2.1832 -1.0202 0.27
H 0.161 -1.534 -1.072 0.3915 -0.1574 -0.7301 0.29
H -1.694 -0.732 1.073 -0.8099 -0.3331 -0.2210 0.22
H -2.223 -0.919 -0.691 1.0309 1.0227 0.6800 0.29
H -1.116 1.738 -0.660 0.8050 -1.8983 1.8523 0.29
H -0.960 1.218 1.161 1.0331 0.1756 -1.0877 0.24
```
Forces are in eV/Å.

# 3
Entry from the Open Molecules 2025 dataset: 2 unconnected molecules or ions with the total composition CHF2N2O2 in a non-equilibrium geometry (wB97M-V/def2-TZVPD).

## Properties
Total charge: -1
Highest occupied orbital energy (eV): -4.04

```
8
Properties=species:S:1:pos:R:3:forces:R:3:mulliken_charge:R:1
C -1.855 0.855 -0.062 1.0699 -2.3418 1.3128 0.64
N -0.683 0.338 0.022 0.4691 0.1811 0.4785 -0.60
N 1.797 -0.711 0.262 1.7607 -1.5358 1.5999 -0.09
O -1.805 0.385 1.241 -0.0227 0.5465 -0.4181 -0.47
O -2.705 1.240 -0.789 -1.8581 1.5991 -1.2325 -0.64
F 2.154 -1.780 -0.600 -0.7515 0.1851 0.1981 -0.22
F 2.345 0.349 -0.406 -0.9253 0.4869 -0.2628 -0.15
H 0.751 -0.676 0.331 0.2578 0.8790 -1.6760 0.53
```
Forces are in eV/Å.

Q: Which of these has the highest highest occupied orbital energy?
A: CHF2N2O2

Q: Number 1 is which compound?
A: C5H6O2